The following is a DFT calculation (wB97M-V/def2-TZVPD) of 12 unconnected molecules or ions with the total composition C138H162N6O18 in a non-equilibrium geometry.

Results
E   -191523.2628 eV
Molar mass   2192.84 g mol⁻¹
Kohn-Sham gap   7.00 eV
Multiplicity   1
LUMO energy   -0.048 hartree
Strongest force on any atom   0.08165 hartree/bohr

```
324
C138H162N6O18 | OMol25 | wB97M-V/def2-TZVPD
O 7.34339 -0.73034 -0.09907
C 7.08382 0.18386 -0.82148
C 6.13323 1.19099 -0.38669
C 5.60319 1.06905 0.91058
C 4.69750 2.03505 1.45820
C 4.17555 3.01373 0.64098
C 4.71302 3.10885 -0.63774
C 5.69150 2.25973 -1.13486
C 6.31819 2.41709 -2.43581
O 6.08213 3.34981 -3.17773
C 7.36217 1.44100 -2.83202
C 7.99981 1.52242 -4.09517
C 8.87257 0.53076 -4.54668
C 9.05730 -0.61287 -3.82167
C 8.47238 -0.74003 -2.58393
C 7.68618 0.31966 -2.08818
H 5.92888 0.26180 1.55287
H 4.44060 1.98153 2.49278
H 3.40155 3.72486 0.92248
H 4.25963 3.82414 -1.28522
H 7.62249 2.29747 -4.73501
H 9.19726 0.52211 -5.57860
H 9.56062 -1.43829 -4.27337
H 8.40921 -1.63717 -1.98321
O 3.99564 -1.59169 -6.73787
C 4.15592 -2.35612 -5.80528
C 4.36563 -3.81907 -5.99097
C 4.35511 -4.30352 -7.28282
C 4.62793 -5.61962 -7.52415
C 4.94168 -6.46677 -6.46376
C 5.00612 -5.89207 -5.13658
C 4.65048 -4.57073 -4.90019
C 4.83776 -4.01529 -3.53261
O 5.32806 -4.71295 -2.70105
C 4.39615 -2.59937 -3.29958
C 4.20204 -2.03657 -2.02328
C 3.77072 -0.70894 -1.91165
C 3.57597 0.06630 -3.02159
C 3.73938 -0.47958 -4.28984
C 4.06775 -1.82038 -4.44134
H 4.13946 -3.70215 -8.15851
H 4.68913 -6.06991 -8.53403
H 5.24881 -7.48444 -6.63963
H 5.27793 -6.50019 -4.28767
H 4.28896 -2.69168 -1.17490
H 3.52316 -0.30851 -0.91631
H 3.17297 1.05267 -2.91728
H 3.52390 0.04873 -5.22746
O 1.49591 1.95218 2.87654
C 1.22832 1.00866 2.20333
C 1.09200 1.13065 0.76911
C 0.88711 2.42066 0.25541
C 0.68371 2.52069 -1.13963
C 0.77815 1.37217 -1.92385
C 0.89106 0.06952 -1.43113
C 0.99941 -0.05134 -0.01355
C 1.25477 -1.34014 0.58690
O 1.51780 -2.27178 -0.16133
C 1.06950 -1.49557 2.00444
C 0.86932 -2.81629 2.43681
C 0.51245 -3.01147 3.76713
C 0.53042 -1.90855 4.61469
C 0.66311 -0.61135 4.12562
C 0.93706 -0.35791 2.79336
H 0.94100 3.34798 0.79910
H 0.32772 3.44058 -1.53110
H 0.60291 1.58186 -2.96189
H 0.87886 -0.80558 -1.99036
H 0.84342 -3.57808 1.67823
H 0.31238 -3.96354 4.22319
H 0.44421 -2.09600 5.66032
H 0.58929 0.21656 4.81505
O 4.22433 -1.48192 4.15703
C 3.93761 -2.64894 4.07647
C 3.37759 -3.32102 5.22330
C 3.21601 -2.51885 6.42959
C 2.86892 -3.09830 7.59788
C 2.66693 -4.49727 7.66995
C 2.78823 -5.25413 6.49403
C 3.21576 -4.68044 5.26631
C 3.35834 -5.45357 4.08460
O 3.01453 -6.63186 3.97289
C 4.03520 -4.83204 2.88967
C 4.37889 -5.62000 1.75668
C 5.12036 -5.07395 0.71133
C 5.50408 -3.75290 0.81824
C 5.16804 -2.98274 1.94016
C 4.36128 -3.50746 2.94134
H 3.52147 -1.48350 6.45362
H 2.75841 -2.54136 8.49144
H 2.30975 -4.85252 8.63140
H 2.66220 -6.31720 6.45138
H 4.08996 -6.64697 1.65407
H 5.22235 -5.55495 -0.24809
H 6.04110 -3.29434 0.01500
H 5.61564 -1.99619 2.11272
O -5.78054 -5.33689 9.19029
C -4.62878 -5.53202 9.49522
C -4.26265 -6.47561 10.56779
C -5.29982 -7.24328 11.09075
C -5.06271 -8.00359 12.25493
C -3.79955 -8.04356 12.82579
C -2.73584 -7.35729 12.20949
C -3.00953 -6.54547 11.08705
C -1.87499 -6.03606 10.28411
O -0.73704 -6.34815 10.49143
C -2.22998 -5.23065 9.09520
C -1.19974 -4.84912 8.26776
C -1.46917 -4.04463 7.16367
C -2.77094 -3.59910 6.90087
C -3.81602 -4.04140 7.66426
C -3.53566 -4.86093 8.74078
H -6.32002 -7.14615 10.73985
H -5.80884 -8.65941 12.72273
H -3.61162 -8.48651 13.80173
H -1.77220 -7.45782 12.64837
H -0.19545 -5.11240 8.55780
H -0.68227 -3.72934 6.47747
H -2.94306 -2.95528 6.04278
H -4.73842 -3.58075 7.38671
O -2.81258 2.37108 0.65938
C -3.54268 1.66387 0.01504
C -4.64609 2.26524 -0.76927
C -4.93361 3.63931 -0.67080
C -6.02814 4.16603 -1.31738
C -6.89761 3.37164 -2.10466
C -6.52855 2.07652 -2.36730
C -5.40362 1.55118 -1.65061
C -5.08564 0.12899 -1.83659
O -5.67782 -0.53331 -2.67406
C -4.10760 -0.54941 -0.86839
C -3.92279 -1.92005 -0.97076
C -2.92622 -2.53486 -0.13693
C -2.18594 -1.76807 0.72254
C -2.36098 -0.34576 0.78568
C -3.33974 0.23300 -0.00861
H -4.28088 4.34651 -0.20556
H -6.30407 5.24926 -1.25155
H -7.77633 3.83268 -2.52896
H -7.07999 1.40860 -3.03068
H -4.36955 -2.50720 -1.74677
H -2.75914 -3.59687 -0.17826
H -1.42967 -2.18482 1.32723
H -1.66751 0.20847 1.38776
C -5.36607 2.67823 9.75803
C -4.75144 1.37767 9.14512
C -3.90689 0.63193 10.21606
C -5.98537 0.48068 8.63297
C -5.47212 -0.69246 7.72409
C -4.68312 -0.10185 6.56523
C -3.53607 0.84934 6.97121
C -2.31315 0.03830 7.52524
C -2.99530 1.49188 5.71203
N -4.00837 1.83550 7.95869
O -2.95114 2.61847 8.39777
H -6.13412 2.39565 10.50065
H -4.68893 3.36313 10.22951
H -5.87830 3.31044 9.04960
H -4.57539 0.25598 11.02038
H -3.39426 -0.25405 9.89127
H -3.15851 1.21638 10.80288
H -6.40845 -0.00077 9.50968
H -6.69845 1.09756 8.08582
H -4.88133 -1.37282 8.35927
H -6.37611 -1.23738 7.37402
H -5.38006 0.39867 5.89145
H -4.22375 -0.84641 5.89269
H -1.89913 -0.61571 6.75321
H -2.54061 -0.58486 8.38055
H -1.44717 0.65421 7.81675
H -2.66491 0.77816 4.94463
H -2.08366 2.03327 5.96214
H -3.70277 2.11468 5.15767
H -2.91310 3.51330 7.99969
C -3.03461 -3.10313 -7.92506
C -2.85370 -2.99490 -6.43776
C -4.02096 -2.05536 -6.02458
C -2.88106 -4.26737 -5.59433
C -2.57505 -4.04863 -4.11210
C -1.26260 -3.35156 -3.90895
C -1.10382 -2.07321 -4.73048
C -2.04072 -1.06498 -3.93192
C 0.35395 -1.53450 -4.79100
N -1.57701 -2.32031 -6.12871
O -1.55196 -1.03459 -6.83884
H -2.25689 -3.68543 -8.42600
H -3.96314 -3.61763 -8.24212
H -3.08867 -2.11227 -8.33160
H -4.03728 -1.17694 -6.63337
H -4.98810 -2.49312 -6.23099
H -4.08501 -1.77688 -4.98078
H -3.87845 -4.71813 -5.76480
H -2.08250 -4.92541 -5.93565
H -3.37125 -3.48070 -3.62242
H -2.53160 -5.02855 -3.65469
H -0.45278 -4.06163 -4.10782
H -1.19791 -3.12220 -2.81334
H -2.94294 -1.49728 -3.49126
H -2.46267 -0.22342 -4.50861
H -1.54367 -0.67155 -3.05971
H 0.88250 -1.49077 -3.83708
H 0.27455 -0.51307 -5.16322
H 0.98173 -2.09793 -5.55396
H -0.69950 -1.01582 -7.29256
C 1.60314 9.55192 -5.04996
C 1.66202 8.07053 -4.54762
C 0.32357 7.72516 -3.88832
C 1.97984 7.11838 -5.66026
C 2.26733 5.72653 -5.07812
C 3.42787 5.79474 -4.02230
C 3.05099 6.78049 -2.84268
C 1.96674 6.12241 -1.94400
C 4.23679 7.04893 -1.97274
N 2.69202 8.06106 -3.45179
O 2.25813 8.96231 -2.38785
H 2.57510 9.94088 -5.36445
H 0.92553 9.67126 -5.88341
H 1.21991 10.19279 -4.23703
H 0.01779 8.41325 -3.08971
H -0.49943 7.77154 -4.64083
H 0.32619 6.69347 -3.55475
H 1.05292 6.98049 -6.24661
H 2.88163 7.41011 -6.23430
H 1.44204 5.20234 -4.56415
H 2.58388 5.06609 -5.88258
H 4.28537 6.21937 -4.54848
H 3.68923 4.78554 -3.69942
H 2.41080 5.57148 -1.05487
H 1.32026 5.36950 -2.37982
H 1.31987 6.83092 -1.42658
H 4.86710 6.21625 -1.68888
H 3.94055 7.49038 -1.01309
H 4.87219 7.77924 -2.43869
H 2.97400 9.61910 -2.38154
C 0.15845 8.86774 3.01519
C 0.51443 7.69160 2.06880
C 2.04142 7.78840 1.89104
C 0.15807 6.30083 2.66642
C -1.30913 6.09058 2.75108
C -1.83018 6.08987 1.32196
C -1.54812 7.51716 0.66969
C -1.95500 7.39671 -0.82042
C -2.38918 8.64295 1.22409
N -0.11626 7.79658 0.74163
O 0.14344 9.04160 0.18531
H -0.88904 8.87418 3.26412
H 0.74561 8.78521 3.94360
H 0.44404 9.76459 2.49769
H 2.54274 7.55780 2.84438
H 2.40099 7.09347 1.15849
H 2.34928 8.82456 1.63967
H 0.59728 5.45839 2.12697
H 0.62901 6.35148 3.66216
H -1.53141 5.20999 3.33583
H -1.76798 6.91637 3.33789
H -2.90973 5.98921 1.30899
H -1.40006 5.26468 0.67019
H -2.94360 6.89759 -0.85708
H -1.30439 6.76210 -1.41646
H -2.11338 8.34852 -1.31945
H -2.00881 9.65116 0.99711
H -2.51448 8.52315 2.31443
H -3.39532 8.47471 0.82699
H 0.71527 8.89939 -0.57970
C -1.29314 4.16977 -7.13478
C -1.32534 3.23763 -5.85417
C -0.11741 2.37604 -5.79401
C -1.48440 4.24792 -4.63633
C -2.93834 4.89338 -4.61079
C -3.97642 3.77480 -4.54558
C -3.79719 2.87095 -5.77713
C -4.84324 1.66972 -5.63235
C -4.29009 3.67796 -7.01226
N -2.45061 2.34682 -5.89379
O -2.41210 1.62556 -7.12001
H -0.26043 4.50230 -7.34432
H -1.62626 3.68931 -8.05968
H -1.83644 5.12567 -7.03409
H 0.82413 2.93182 -5.83564
H -0.17748 1.85184 -4.81760
H -0.15355 1.60838 -6.54042
H -1.27598 3.65316 -3.74407
H -0.81788 5.10699 -4.72812
H -2.97035 5.54337 -3.73779
H -3.04940 5.49029 -5.51285
H -4.96098 4.22045 -4.57150
H -3.98583 3.23666 -3.58780
H -4.42483 0.90977 -4.94709
H -5.01541 1.16388 -6.58404
H -5.83239 1.99620 -5.26071
H -5.28924 4.06184 -6.74835
H -4.45839 3.08367 -7.92566
H -3.71283 4.54789 -7.27497
H -2.55869 0.70398 -6.84184
C 0.79762 -7.25640 -3.89392
C 1.15780 -7.08263 -2.42738
C 2.70776 -7.14127 -2.23231
C 0.72345 -5.70724 -1.86133
C 0.73437 -5.64147 -0.37703
C -0.02362 -6.80398 0.31111
C 0.41825 -8.25960 -0.16889
C 1.76815 -8.68067 0.40440
C -0.62498 -9.26478 0.21436
N 0.44281 -8.17035 -1.66581
O 0.99024 -9.36132 -2.13636
H 1.31058 -6.51037 -4.52472
H 1.06558 -8.25049 -4.23563
H -0.26924 -7.18814 -4.12203
H 3.16585 -8.03185 -2.68242
H 3.17380 -6.30220 -2.75614
H 3.20438 -7.01256 -1.26598
H 1.38879 -4.96197 -2.33170
H -0.30831 -5.34071 -2.11683
H 1.78036 -5.63371 -0.01133
H 0.32388 -4.67589 -0.09819
H -1.11450 -6.57738 0.08409
H 0.05109 -6.79369 1.41765
H 1.76766 -8.49578 1.48313
H 2.50877 -7.99141 0.02129
H 2.16797 -9.66280 0.24043
H -0.53667 -10.29558 -0.10002
H -1.61755 -8.87503 -0.02536
H -0.61580 -9.32546 1.29745
H 0.34577 -9.87162 -2.66102
```